[1]
The following is a quantum chemistry calculation of a structure of composition C8H24FO4S4Tl in a non-equilibrium geometry, from the OMol25 dataset.

```
! wB97M-V def2-TZVPD RIJCOSX def2/J DEFGRID3
* xyz 2 1
Tl -1.157 -1.442 -1.803
F -2.782 -3.257 -3.230
C -1.767 3.104 0.280
S -0.476 1.884 0.691
O -0.475 0.944 -0.516
C 1.009 2.962 0.484
H -2.612 2.754 -0.305
H -1.292 3.987 -0.155
H -2.160 3.660 1.139
H 1.852 2.589 1.072
H 0.819 3.964 0.862
H 1.411 2.833 -0.519
C -2.946 -1.689 2.800
S -3.371 -0.444 1.526
O -3.111 -1.096 0.202
C -5.160 -0.282 1.781
H -1.984 -1.995 2.370
H -3.594 -2.558 2.857
H -2.532 -1.286 3.724
H -5.420 -0.107 2.824
H -5.787 -0.978 1.226
H -5.396 0.683 1.320
C 2.616 -2.322 1.008
S 1.420 -0.924 1.305
O 0.099 -1.335 0.692
C 1.373 -0.994 3.131
H 3.635 -2.009 1.224
H 2.484 -2.715 0.001
H 2.358 -3.174 1.639
H 0.587 -0.305 3.443
H 2.355 -0.749 3.527
H 0.993 -1.968 3.441
C 3.058 1.507 -3.110
S 2.980 -0.328 -2.972
O 1.634 -0.836 -2.467
C 3.019 -0.811 -4.762
H 4.010 1.823 -3.541
H 3.005 2.070 -2.182
H 2.282 1.743 -3.838
H 3.932 -0.473 -5.245
H 2.104 -0.535 -5.283
H 2.986 -1.894 -4.640
*
```

Values from the calculation:
gap between HOMO and LUMO: 2.502 eV
HOMO: -14.62 eV
E_LUMO: -12.11 eV

=====

[2]
The following is a quantum chemistry calculation of a structure of composition C8H24LuN2O9P2 in a non-equilibrium geometry, from the OMol25 dataset.

```
! wB97M-V def2-TZVPD RIJCOSX def2/J DEFGRID3
* xyz 1 1
Lu -0.562 0.464 -0.039
C -2.803 -2.290 0.032
O -1.395 -1.984 0.036
C -0.676 -2.720 -0.960
C -0.595 -1.939 -2.232
O 0.217 -0.771 -1.981
C 1.031 -0.398 -3.099
H -3.240 -2.082 -0.944
H -3.274 -1.658 0.775
H -2.937 -3.337 0.298
H -1.148 -3.687 -1.135
H 0.327 -2.897 -0.572
H -1.576 -1.606 -2.568
H -0.131 -2.554 -3.004
H 1.825 -1.128 -3.241
H 1.454 0.581 -2.901
H 0.413 -0.335 -3.994
O -0.489 2.293 -1.642
P -1.124 3.190 -0.408
O -0.964 4.613 -0.619
O -0.485 2.393 0.730
O -2.683 2.722 -0.423
P -3.253 1.209 -0.281
O -2.637 0.765 1.192
O -4.699 1.140 -0.314
O -2.323 0.356 -1.137
H -0.828 2.651 -2.475
H -3.187 1.204 1.859
N -0.030 -0.652 2.125
C 1.374 -0.690 2.619
C 1.984 0.709 2.676
C 3.251 0.838 1.836
C 3.072 0.506 0.363
N 1.874 1.176 -0.213
H -0.598 -0.150 2.805
H -0.413 -1.593 2.095
H 1.929 -1.326 1.929
H 1.420 -1.177 3.590
H 2.206 0.986 3.706
H 1.243 1.441 2.341
H 4.031 0.181 2.229
H 3.638 1.856 1.928
H 2.967 -0.568 0.203
H 3.967 0.812 -0.176
H 2.040 1.344 -1.199
H 1.787 2.109 0.187
*
```

Values from the calculation:
gap between HOMO and LUMO: 11.309 eV
HOMO: -13.88 eV
E_LUMO: -2.57 eV

=====

[3]
The following is a quantum chemistry calculation of a cluster of 8 separate species, C8H24N8O16 in total in a non-equilibrium geometry, from the OMol25 dataset.

```
! wB97M-V def2-TZVPD RIJCOSX def2/J DEFGRID3
* xyz 0 1
C -3.943 -2.710 -2.261
N -2.492 -2.757 -2.555
O -2.157 -2.841 -3.705
O -1.739 -2.821 -1.615
H -4.248 -3.748 -2.166
H -4.430 -2.284 -3.133
H -4.078 -2.131 -1.358
C -0.785 -0.153 0.975
N 0.489 -0.239 1.707
O 0.969 0.804 2.110
O 0.949 -1.341 1.917
H -1.054 0.880 0.818
H -1.542 -0.756 1.462
H -0.606 -0.624 0.006
C 1.652 2.917 4.633
N 3.000 3.373 4.145
O 3.772 3.747 4.984
O 3.227 3.325 2.942
H 1.243 3.785 5.141
H 1.870 2.109 5.320
H 1.082 2.635 3.761
C -4.637 1.088 -2.436
N -3.347 0.749 -1.768
O -2.425 0.442 -2.488
O -3.363 0.698 -0.556
H -5.132 1.834 -1.821
H -5.226 0.177 -2.349
H -4.448 1.451 -3.433
C 0.669 -0.070 -3.423
N 1.383 -1.328 -3.103
O 2.092 -1.797 -3.961
O 1.228 -1.779 -1.989
H 1.432 0.609 -3.779
H 0.156 0.227 -2.522
H -0.094 -0.263 -4.173
C 1.678 4.107 0.731
N 1.472 2.912 -0.105
O 0.323 2.643 -0.410
O 2.443 2.269 -0.424
H 0.922 4.073 1.513
H 1.510 4.993 0.127
H 2.662 4.103 1.181
C 4.334 0.322 1.283
N 5.245 0.526 0.142
O 6.293 1.106 0.377
O 4.918 0.081 -0.928
H 4.552 -0.653 1.704
H 3.317 0.266 0.896
H 4.407 1.174 1.944
C -1.331 -4.472 1.243
N -2.682 -4.436 0.573
O -3.427 -3.521 0.817
O -2.969 -5.377 -0.138
H -1.463 -5.097 2.117
H -1.066 -3.463 1.533
H -0.604 -4.765 0.496
*
```

Values from the calculation:
structure (SMILES): C[N+](=O)[O-].C[N+](=O)[O-].C[N+](=O)[O-].C[N+](=O)[O-].C[N+](=O)[O-].C[N+](=O)[O-].C[N+](=O)[O-].C[N+](=O)[O-]
gap between HOMO and LUMO: 9.987 eV
HOMO: -10.42 eV
E_LUMO: -0.43 eV

=====

[4]
The following is a quantum chemistry calculation of a structure of composition C8H24NO6Pd in a non-equilibrium geometry, from the OMol25 dataset.

```
! wB97M-V def2-TZVPD RIJCOSX def2/J DEFGRID3
* xyz 1 3
Pd 0.384 0.046 0.576
O 0.159 -0.413 2.624
H -0.695 -0.021 2.892
C -4.078 -0.612 0.209
C -2.601 -0.908 0.534
C -1.886 -2.092 -0.109
O -0.554 -2.166 0.300
C -0.046 -3.489 0.310
N -1.896 0.350 0.152
H -4.708 -1.434 0.549
H -4.008 -0.741 -0.871
H -4.436 0.386 0.461
H -2.461 -0.959 1.614
H -1.886 -1.811 -1.162
H -2.566 -2.914 0.114
H -0.315 -3.972 -0.629
H -0.477 -4.081 1.118
H 1.042 -3.429 0.305
H -2.066 1.182 0.699
H -2.368 0.662 -0.684
C 2.027 2.885 1.278
C 0.980 3.356 0.359
O -0.134 2.489 0.487
O 2.485 1.497 0.966
H 1.767 2.887 2.337
H 2.921 3.506 1.221
H 1.455 3.336 -0.622
H 0.629 4.368 0.557
H -0.863 3.070 0.257
H 3.432 1.427 0.823
C 2.772 -0.691 -1.467
C 1.799 0.352 -2.156
O 0.484 0.374 -1.635
O 2.286 -1.152 -0.164
H 3.765 -0.240 -1.458
H 2.827 -1.522 -2.170
H 1.744 0.382 -3.244
H 2.321 1.302 -2.046
H 0.001 0.747 -2.376
H 2.766 -1.955 0.051
*
```

Values from the calculation:
gap between HOMO and LUMO (spin up / spin down): 8.675 / 7.665 eV
HOMO (spin up / spin down): -11.43 / -11.38 eV
E_LUMO (spin up / spin down): -2.75 / -3.71 eV

=====

[5]
The following is a quantum chemistry calculation of a structure of composition C8H24NiO8S5 in a non-equilibrium geometry, from the OMol25 dataset.

```
! wB97M-V def2-TZVPD RIJCOSX def2/J DEFGRID3
* xyz 0 3
Ni 0.025 -0.566 -0.326
S 0.976 -3.013 -0.414
O 1.687 -1.668 -0.633
O 1.489 -3.652 0.800
O -0.442 -2.524 -0.205
O 1.113 -3.851 -1.591
C -1.590 -0.564 -4.734
S -1.857 -0.008 -3.057
O -0.714 -0.543 -2.298
C -1.457 1.726 -3.312
H -0.524 -0.467 -4.941
H -2.177 0.047 -5.418
H -1.875 -1.612 -4.780
H -0.441 1.734 -3.715
H -1.444 2.208 -2.338
H -2.122 2.188 -4.040
C 3.402 0.435 -0.639
S 2.287 1.667 -1.250
O 0.916 1.196 -0.891
C 2.667 2.952 -0.064
H 4.398 0.853 -0.495
H 3.431 -0.390 -1.347
H 2.958 0.026 0.270
H 1.929 3.737 -0.225
H 3.680 3.307 -0.243
H 2.560 2.562 0.947
C -4.274 0.421 0.011
S -3.021 -0.673 0.713
O -1.742 0.052 0.496
C -3.430 -0.368 2.422
H -4.078 0.537 -1.049
H -4.182 1.362 0.556
H -5.257 0.017 0.251
H -3.231 0.676 2.655
H -2.810 -1.016 3.039
H -4.471 -0.658 2.567
C 2.223 0.660 3.507
S 0.803 -0.346 3.076
O 0.777 -0.402 1.593
C 1.486 -1.931 3.547
H 1.990 1.698 3.272
H 3.060 0.370 2.868
H 2.443 0.527 4.563
H 2.055 -1.826 4.470
H 2.121 -2.247 2.717
H 0.664 -2.631 3.666
*
```

Values from the calculation:
gap between HOMO and LUMO (spin up / spin down): 7.328 / 7.288 eV
HOMO (spin up / spin down): -7.17 / -7.13 eV
E_LUMO (spin up / spin down): 0.16 / 0.16 eV

=====

[6]
The following is a quantum chemistry calculation of a cluster of 4 separate species, C8H24O4 in total in a non-equilibrium geometry, from the OMol25 dataset.

```
! wB97M-V def2-TZVPD RIJCOSX def2/J DEFGRID3
* xyz 0 1
C 0.536 0.889 -0.234
C 0.213 -0.461 0.535
O -1.080 -0.547 0.966
H 1.509 0.767 -0.709
H 0.796 1.628 0.524
H -0.265 1.361 -0.804
H 0.743 -0.626 1.474
H 0.369 -1.397 -0.002
H -1.224 -1.447 1.268
C 0.915 -3.352 3.252
C 0.282 -3.840 1.931
O -1.083 -3.466 1.992
H 0.264 -3.676 4.064
H 1.004 -2.267 3.305
H 1.879 -3.848 3.357
H 0.209 -4.925 1.865
H 0.552 -3.486 0.936
H -1.664 -4.063 1.514
C -5.130 -1.216 -0.591
C -4.239 -0.108 -0.143
O -2.984 -0.139 -0.873
H -5.182 -1.176 -1.679
H -6.147 -1.126 -0.209
H -4.795 -2.209 -0.291
H -4.036 -0.032 0.925
H -4.780 0.801 -0.408
H -2.223 -0.101 -0.290
C 3.045 3.842 -2.530
C 4.518 4.140 -2.232
O 4.995 5.104 -3.112
H 2.393 4.619 -2.130
H 2.680 2.923 -2.072
H 2.943 3.712 -3.608
H 5.200 3.290 -2.182
H 4.679 4.537 -1.230
H 5.109 5.894 -2.580
*
```

Values from the calculation:
structure (SMILES): CCO.CCO.CCO.CCO
gap between HOMO and LUMO: 10.065 eV
HOMO: -9.45 eV
E_LUMO: 0.61 eV